{
  "formula": "C6H2BCl5CrF2O7P2",
  "method": "ωB97M-V/def2-TZVPD",
  "charge": -2,
  "spin_multiplicity": 5,
  "homo_lumo_gap_ha": [0.2133, 0.2394],
  "s2": 6.0290,
  "homo_ev": [-1.45, -2.16],
  "relative_energy_kj_mol": 132.2,
  "lumo_ev": [4.357, 4.357],
  "elements": ["Cr", "O", "P", "O", "O", "O", "P", "O", "O", "O", "H", "H", "F", "B", "F", "Cl", "C", "C", "C", "Cl", "C", "Cl", "C", "Cl", "C", "Cl"],
  "xyz": [[-0.563933, 0.711714, 0.211730], [-1.194830, 1.208671, -2.427419], [-1.790538, -0.308241, -2.251795], [-2.146388, -0.847762, -3.582325], [-0.857307, -0.983232, -1.301393], [-3.212273, -0.012844, -1.466037], [-3.200781, 0.461589, 0.096023], [-4.785877, 0.822916, 0.251187], [-2.849591, -0.626361, 1.026697], [-2.423014, 1.753766, 0.163391], [-1.632944, 1.619835, -3.181271], [-4.972511, 1.564705, -0.339575], [-0.165212, 3.576069, 0.894954], [0.227098, 2.286390, 1.168289], [1.221422, 2.377466, 2.117447], [2.132347, 0.739975, -1.751934], [2.251139, -0.289457, -0.362941], [1.155882, -0.274414, 0.513815], [1.317095, -1.111666, 1.632823], [0.006649, -1.132391, 2.763315], [2.437437, -1.893312, 1.862140], [2.556657, -2.886975, 3.274132], [3.491362, -1.871352, 0.949235], [4.904757, -2.825955, 1.220929], [3.390737, -1.054342, -0.175237], [4.702619, -1.004790, -1.306181]],
  "atomic_forces_ev_per_a": [[-0.922, -1.155, -0.840], [-0.037, -0.214, -0.199], [-0.619, 0.029, -0.777], [0.007, -0.072, -0.029], [-0.043, 0.584, 0.378], [0.385, -0.072, 0.157], [-1.412, 0.118, -0.142], [0.111, 0.072, -0.143], [0.009, -0.077, 0.042], [0.224, -0.360, -0.109], [0.036, 0.010, 0.111], [0.022, -0.110, 0.136], [0.023, -0.046, 0.007], [0.989, 2.165, 1.133], [-0.067, -0.157, -0.037], [0.129, 0.108, -0.273], [-0.616, 0.101, 0.389], [1.681, -1.106, 0.419], [-0.109, 0.497, -0.604], [-0.116, -0.120, 0.263], [0.197, -0.020, -0.073], [0.014, -0.115, 0.139], [-0.246, 0.163, -0.001], [0.151, -0.106, 0.013], [0.122, -0.123, 0.134], [0.088, 0.006, -0.095]],
  "mulliken_charge": [0.60, -0.32, 0.72, -0.80, -0.52, -0.20, 0.87, -0.58, -0.61, -0.55, 0.22, 0.27, -0.29, 0.14, -0.27, -0.22, 0.99, -1.43, 0.88, -0.20, -0.36, -0.24, 0.70, -0.24, -0.31, -0.24]
}


{
  "formula": "C6H2Br2N2O2",
  "method": "ωB97M-V/def2-TZVPD",
  "spin_multiplicity": 3,
  "homo_lumo_gap_ha": [0.2777, 0.2396],
  "s2": 2.0458,
  "homo_ev": [-8.94, -9.74],
  "lumo_ev": [-1.387, -3.222],
  "elements": ["C", "C", "C", "C", "C", "C", "N", "N", "O", "O", "Br", "Br", "H", "H"],
  "xyz": [[-2.161553, -0.212325, -0.480986], [-1.359670, -0.595566, 0.437797], [1.083848, -0.992245, -0.106469], [1.421106, 0.282892, -0.034966], [-0.497962, 1.722881, 0.089429], [-1.570633, 0.873176, 0.546256], [0.720029, 1.408867, -0.140110], [1.530040, -2.278149, -0.102831], [0.939645, -3.182953, 0.427390], [2.564042, -2.352680, -0.766764], [3.337531, 0.728919, 0.150695], [-0.863266, 3.579891, -0.073600], [-2.905545, -0.287157, -1.229953], [-2.237613, 1.304450, 1.284108]],
  "atomic_forces_ev_per_a": [[0.683, -0.468, 0.779], [-0.786, -0.324, -0.014], [-1.434, 2.235, 0.616], [1.371, -1.468, 0.044], [1.910, -0.007, -0.022], [-0.150, -0.161, 0.095], [-1.533, 1.460, -0.321], [1.444, -0.077, -1.219], [-0.334, -0.204, 0.420], [0.264, -0.883, 0.085], [-0.551, -0.356, 0.117], [-0.311, -0.019, -0.019], [-0.371, 0.189, -0.414], [-0.202, 0.081, -0.146]],
  "mulliken_charge": [0.04, -0.56, 0.13, 0.18, 0.44, -0.33, -0.39, 0.85, -0.54, -0.47, -0.13, -0.12, 0.44, 0.45]
}


{
  "formula": "C6H2BrF5O2",
  "method": "ωB97M-V/def2-TZVPD",
  "homo_lumo_gap_ha": [0.3566, 0.1964],
  "homo_ev": [-9.29, -6.84],
  "relative_energy_kj_mol": 106.7,
  "lumo_ev": [0.411, -1.497],
  "elements": ["C", "C", "C", "C", "C", "C", "O", "O", "F", "F", "F", "F", "F", "Br", "H", "H"],
  "xyz": [[3.833810, 1.279525, 0.387468], [2.526486, 1.074774, 0.779033], [3.655871, 0.954454, -0.990322], [2.192670, 0.703287, -0.605102], [0.027253, -0.557673, 0.017168], [1.376500, -0.654302, -0.598917], [-0.958066, 0.106857, -0.577687], [-0.197728, -1.152670, 1.160244], [4.930355, 1.459039, 1.119275], [1.710165, 1.606101, 1.697379], [4.473814, 0.106890, -1.609516], [1.348971, 1.501534, -1.392583], [1.127433, -0.977071, -1.936188], [2.462143, -2.008872, 0.265970], [-0.930736, 0.592482, -1.393768], [-1.080859, -1.459640, 1.387329]],
  "atomic_forces_ev_per_a": [[0.869, -0.086, 1.635], [0.348, 2.509, -0.337], [-0.053, -1.443, 2.011], [-2.469, -1.455, -2.030], [1.707, 0.531, -1.595], [0.030, 0.212, -0.548], [-2.089, -0.195, 1.330], [0.018, -0.421, 1.815], [-0.499, 0.200, -0.636], [0.791, -0.718, -0.373], [-0.192, 0.370, -0.537], [0.044, 0.509, 0.663], [0.580, -0.082, -0.111], [-0.008, -0.106, -0.168], [1.215, -0.067, -0.492], [-0.291, 0.244, -0.628]],
  "mulliken_charge": [0.75, -0.54, -0.78, 1.71, 0.27, 0.39, -0.54, -0.45, -0.26, -0.27, -0.23, -0.38, -0.30, -0.09, 0.37, 0.36]
}